# 1
C50H57As3BrNO2S2V as an isolated structure, computed with wB97M-V/def2-TZVPD.

Each line ends with the Löwdin spin population.
CARTESIAN COORDINATES (ANGSTROEM)
V 0.337196 -0.751705 0.691583  2.298
C 5.709870 5.705791 1.436349  0.000
C 4.481606 4.873469 1.239327  0.000
C 3.218558 5.383571 1.521423  0.000
C 2.079140 4.622078 1.321271  0.000
C 2.205137 3.333561 0.812960  0.000
C 3.458470 2.796352 0.525275  0.000
C 4.581862 3.563919 0.748914  0.000
S 0.688083 2.496910 0.561539  0.006
O 0.973571 1.013044 1.056515  0.015
C 0.462096 2.278954 -1.172168  0.002
C 1.464189 1.675895 -1.974747  0.001
C 1.184660 1.380366 -3.272987  0.001
C -0.097801 1.650162 -3.823671  0.000
C -0.392656 1.326754 -5.165642  0.000
C -1.630531 1.591386 -5.683631  0.000
C -2.626331 2.181086 -4.879316  0.000
C -2.365108 2.517315 -3.580008  0.000
C -1.088918 2.270464 -3.020792  0.000
C -0.778081 2.614672 -1.667854  0.000
C -1.781491 3.361797 -0.864228  0.000
C -2.072564 4.715287 -1.213494  0.000
C -1.336815 5.418854 -2.200935  0.000
C -1.647344 6.714231 -2.502506  0.000
C -2.710134 7.371239 -1.846695  0.000
C -3.433846 6.720090 -0.889132  0.000
C -3.128368 5.382479 -0.543784  0.000
C -3.864928 4.702153 0.458864  -0.001
C -3.539730 3.432300 0.825625  -0.001
C -2.469844 2.780302 0.168183  -0.005
S -2.139970 1.097005 0.628510  -0.017
O -3.270917 0.274462 0.154568  -0.006
C -2.145647 1.226770 2.409586  0.003
C -2.634561 0.150315 3.137993  0.003
C -2.567493 0.172046 4.524137  -0.001
C -2.008427 1.250212 5.203102  0.001
C -1.936756 1.274357 6.698992  0.000
C -1.525052 2.322501 4.449791  0.001
C -1.588889 2.322635 3.068014  0.000
H 5.550241 6.482614 2.181186  0.000
H 5.979127 6.195157 0.497779  0.000
H 6.557215 5.095234 1.744425  0.000
H 3.123830 6.387728 1.913850  0.000
H 1.103265 5.028469 1.559644  0.000
H 3.553302 1.787891 0.151809  0.000
H 5.562837 3.155864 0.537576  0.000
H 2.452748 1.509737 -1.576914  0.000
H 1.947836 0.953481 -3.913086  0.000
H 0.376236 0.874163 -5.778808  0.000
H -1.851628 1.349287 -6.714323  0.000
H -3.604472 2.373750 -5.298633  0.000
H -3.138336 2.974930 -2.977816  0.000
H -0.522850 4.929473 -2.720256  0.000
H -1.077129 7.245229 -3.252726  0.000
H -2.946774 8.393831 -2.106909  0.000
H -4.250276 7.216294 -0.380436  0.000
H -4.687783 5.214500 0.940746  0.000
H -4.092202 2.922523 1.603246  0.000
H -3.117779 -0.673618 2.636121  0.000
H -2.985440 -0.652480 5.088134  0.000
H -2.652776 0.585200 7.142140  0.000
H -2.135788 2.273571 7.083669  0.000
H -0.940261 0.985789 7.039479  0.000
H -1.120583 3.188790 4.958633  0.000
H -1.254685 3.188653 2.515729  0.000
C -3.786340 -2.331366 0.989858  -0.027
As -1.925607 -2.424803 0.383931  -0.087
C -2.083417 -2.263713 -1.548195  -0.011
C -1.919075 -4.333135 0.871145  -0.008
C -0.834382 -5.340046 0.522680  0.000
C -1.299803 -6.697639 1.072134  0.000
C 0.426013 -4.962561 1.289096  -0.018
As 1.344970 -3.296394 0.857732  -0.083
C 2.337318 -3.759764 -0.754824  -0.013
C 2.717661 -3.454378 2.229454  -0.014
C -0.635400 -5.434845 -0.990477  0.000
As 0.622989 -6.852065 -1.628575  -0.001
C -0.648000 -8.301616 -1.953275  0.000
C 0.713509 -6.187865 -3.468556  0.000
H -3.848610 -2.793096 1.973515  0.000
H -4.311227 -2.962709 0.271258  -0.004
H -4.199320 -1.336998 0.976108  0.000
H -2.623489 -3.127614 -1.933966  -0.002
H -1.112859 -2.213827 -2.044124  0.000
H -2.641458 -1.347517 -1.738428  0.000
H -2.867518 -4.667036 0.440689  -0.003
H -2.068575 -4.308303 1.955410  0.000
H -1.539864 -6.630194 2.134606  0.000
H -0.519545 -7.452093 0.957671  0.000
H -2.187318 -7.045606 0.542131  0.000
H 1.214809 -5.705034 1.130329  -0.004
H 0.220825 -4.927082 2.362207  0.000
H 2.365533 -4.849976 -0.794157  -0.002
H 3.355319 -3.385677 -0.680044  0.000
H 1.866525 -3.388554 -1.662637  0.000
H 2.870731 -4.523188 2.376823  -0.003
H 2.394291 -3.015503 3.171455  0.000
H 3.650874 -3.007360 1.904209  0.000
H -0.261973 -4.484162 -1.392994  0.000
H -1.605369 -5.605937 -1.467413  0.000
H -0.886990 -8.826260 -1.031039  0.000
H -0.176069 -9.012724 -2.630269  0.000
H -1.561714 -7.928612 -2.415454  0.000
H 1.284640 -5.259847 -3.509230  0.000
H -0.281728 -6.022842 -3.881309  0.000
H 1.231520 -6.924795 -4.079901  0.000
Br 5.067293 -0.723414 -2.837695  -0.001
C 4.426646 -0.632661 -1.079977  -0.001
C 5.262772 -0.374384 -0.001528  0.003
C 4.698354 -0.280335 1.262911  -0.001
C 3.338157 -0.468341 1.412056  0.003
N 2.542540 -0.772440 0.376957  -0.021
C 3.073261 -0.832948 -0.845203  0.002
H 6.326173 -0.240070 -0.150643  0.000
H 5.306393 -0.055448 2.128040  0.000
H 2.869663 -0.379877 2.384004  0.001
H 2.406747 -1.046514 -1.671689  0.000

Forces on the atoms, in the same order (eV/Å):
0.258 -0.007 -0.192
0.029 0.011 0.016
0.023 -0.054 -0.021
-0.034 0.039 0.010
-0.060 -0.018 0.004
0.049 -0.012 -0.087
-0.021 0.034 0.003
-0.056 0.036 -0.009
0.263 -0.109 0.096
-0.341 0.397 0.128
0.049 -0.072 0.041
-0.020 0.024 -0.030
-0.026 0.019 0.012
0.050 -0.038 -0.015
-0.045 0.007 -0.019
0.040 -0.018 0.012
-0.013 0.008 0.031
-0.058 0.010 -0.038
0.022 0.010 0.028
0.063 -0.029 -0.050
-0.029 0.055 -0.020
0.029 -0.005 -0.028
0.003 0.012 -0.026
0.020 -0.024 -0.003
-0.029 -0.025 0.038
0.021 0.005 -0.029
-0.034 0.031 0.024
0.029 -0.055 0.007
-0.008 0.057 0.036
-0.103 0.021 0.093
0.201 -0.143 -0.056
-0.124 -0.003 -0.026
0.023 0.061 0.041
0.003 0.000 -0.008
-0.006 -0.017 -0.013
0.011 0.021 -0.037
-0.010 -0.005 0.064
0.002 0.014 -0.036
-0.062 -0.063 0.026
-0.002 0.004 -0.007
0.007 0.004 0.003
0.006 0.007 -0.006
-0.001 -0.005 0.004
-0.006 0.001 -0.006
0.001 0.054 -0.009
0.001 -0.010 -0.005
-0.006 0.033 -0.012
0.014 0.004 -0.003
0.003 0.000 -0.003
0.005 -0.003 -0.003
-0.001 0.005 0.001
0.015 -0.003 0.003
0.005 0.006 0.008
0.001 -0.006 -0.007
-0.006 0.002 0.003
0.004 0.007 0.004
-0.005 -0.009 0.008
0.001 -0.014 0.002
0.004 0.008 -0.007
-0.002 -0.003 0.002
0.003 0.002 0.007
0.001 -0.003 0.009
0.002 0.004 -0.002
0.006 -0.003 0.008
0.012 0.037 -0.016
0.052 -0.060 -0.010
0.003 0.002 0.053
-0.002 -0.043 -0.001
-0.096 -0.047 -0.085
0.022 0.057 0.111
0.011 -0.009 0.038
0.074 -0.043 -0.099
0.004 -0.127 0.034
0.007 -0.110 0.080
-0.062 0.006 -0.003
0.042 0.043 -0.116
-0.013 0.021 0.028
0.006 0.023 0.011
0.001 0.017 0.025
-0.002 0.018 -0.004
-0.025 0.015 0.024
-0.014 0.047 -0.007
-0.031 0.032 -0.012
0.013 -0.020 0.039
-0.015 -0.017 -0.005
0.027 0.007 -0.007
0.009 0.008 -0.011
-0.010 -0.012 0.002
0.004 0.013 -0.010
-0.011 0.007 -0.005
-0.014 0.001 -0.006
-0.003 0.021 -0.005
-0.005 -0.002 -0.024
-0.008 0.024 -0.001
-0.022 -0.003 0.010
0.018 0.013 0.013
-0.002 0.018 -0.007
0.023 0.048 -0.011
0.026 -0.009 0.003
0.002 -0.023 0.000
-0.004 0.015 0.001
0.015 0.012 -0.001
-0.001 0.003 -0.001
-0.001 0.005 -0.002
-0.004 -0.005 0.004
-0.007 -0.009 -0.001
-0.020 0.003 0.053
-0.071 -0.003 0.066
-0.024 -0.017 -0.056
-0.025 -0.071 0.009
0.098 -0.104 0.114
-0.271 0.029 -0.013
0.105 -0.060 -0.153
0.004 0.007 -0.006
0.002 -0.010 0.005
0.004 0.003 -0.005
0.021 -0.012 0.001

## Properties
**HOMO-LUMO gap (spin up / spin down)**: 4.921 / 5.959 eV
**LUMO energy (spin up / spin down)**: -9.7986 / -8.7619 eV
**⟨S²⟩**: 2.168
**Net charge**: +3
**Energy above the lowest of the compared OMol25 structures with the same formula, charge and spin**: 82.1 kcal per mole
**HOMO (spin up / spin down)**: -14.720 / -14.721 eV
**Multiplicity**: 3


# 2
C50H57BaN4O2 as an isolated structure, computed with wB97M-V/def2-TZVPD.

Each line ends with the Löwdin charge.
CARTESIAN COORDINATES (ANGSTROEM)
Ba -0.829486 -1.363974 -0.733484  1.850
C -3.020478 2.447705 1.425555  -0.064
C -3.204147 1.607681 0.197713  -0.413
C -4.657819 1.229687 -0.007028  -0.077
C -2.565484 2.370503 -0.939446  -0.165
C -3.377261 3.229144 -1.632158  -0.067
C -2.857352 4.022345 -2.647192  -0.096
C -1.520322 3.853138 -2.987654  -0.083
C -0.704072 2.964551 -2.316584  -0.133
C 0.673909 2.876968 -3.005139  -0.372
C 1.288743 1.499036 -2.976040  -0.072
C 1.589497 4.019691 -2.632494  -0.055
C -1.179777 2.200102 -1.211189  -0.214
N -0.504024 1.202379 -0.494662  -0.145
C 0.747155 1.479996 0.081339  -0.271
C 1.730533 0.557475 0.322674  -0.305
N 1.606943 -0.772553 -0.041042  -0.161
C 2.535338 -1.754066 0.429958  -0.182
C 2.633391 -2.181250 1.798319  -0.107
C 3.453425 -3.284271 2.127627  -0.064
C 4.158274 -3.979216 1.167179  -0.103
C 4.074831 -3.576338 -0.162427  -0.068
C 3.301528 -2.502018 -0.545464  -0.147
C 3.289281 -2.119293 -2.012780  -0.385
C 3.216617 -3.303888 -2.971898  -0.081
C 4.502074 -1.245323 -2.412267  -0.043
C 1.884276 -1.568654 3.007226  -0.345
C 2.806655 -0.807699 3.968072  -0.066
C 0.604537 -0.796456 2.734098  -0.072
C 2.851063 1.300989 0.918633  -0.109
C 4.143966 0.955780 1.182884  -0.017
C 5.014490 1.954140 1.763412  -0.082
C 4.608056 3.254214 1.948107  -0.045
C 3.263503 3.659153 1.592103  -0.158
C 2.640997 4.944227 1.656135  -0.053
C 1.335195 5.101614 1.239234  -0.087
C 0.562620 4.037144 0.697907  -0.027
C 1.143706 2.809643 0.594439  -0.104
C 2.448523 2.638131 1.111964  -0.104
H -3.516753 1.977729 2.282361  0.060
H -3.507856 3.420010 1.290244  0.088
H -1.956128 2.625766 1.651993  0.089
H -2.643396 0.684782 0.339941  0.062
H -5.342995 2.069827 0.111709  0.067
H -4.972289 0.503665 0.773560  0.082
H -4.878093 0.756640 -0.974249  0.089
H -4.430345 3.298617 -1.369735  0.102
H -3.479276 4.759865 -3.164200  0.091
H -1.104068 4.414678 -3.817152  0.105
H 0.435700 3.005143 -4.087122  0.128
H 1.791497 1.207708 -2.064291  0.065
H 2.016351 1.454066 -3.800641  0.080
H 0.505562 0.774997 -3.186756  0.059
H 1.986203 3.980112 -1.615280  0.072
H 1.014921 4.931690 -2.742562  0.069
H 2.413408 4.119942 -3.364186  0.081
H 3.504860 -3.614382 3.155780  0.104
H 4.737843 -4.840454 1.466342  0.088
H 4.569299 -4.178667 -0.906321  0.094
H 2.402319 -1.503798 -2.161831  0.079
H 4.117232 -3.918399 -2.906171  0.066
H 3.104372 -2.961678 -4.020020  0.064
H 2.343594 -3.951445 -2.756865  0.092
H 5.456320 -1.727051 -2.166229  0.084
H 4.493922 -0.299879 -1.896894  0.069
H 4.487357 -1.031867 -3.473515  0.047
H 1.589067 -2.464675 3.595425  0.133
H 3.245571 0.071803 3.511539  0.055
H 3.651235 -1.421145 4.285723  0.065
H 2.278849 -0.459790 4.902724  0.092
H 0.701957 0.197075 2.317070  0.074
H 0.113534 -0.658854 3.717309  0.081
H -0.066968 -1.398466 2.137019  0.026
H 4.484231 -0.071803 1.103426  0.105
H 6.038529 1.706976 1.995786  0.087
H 5.298080 4.006641 2.299242  0.091
H 3.210327 5.813672 1.995664  0.098
H 0.895803 6.107241 1.276741  0.098
H -0.400599 4.252917 0.257209  0.107
C -6.934396 -2.155795 5.723618  -0.069
C -5.927961 -2.269682 4.619567  -0.282
C -5.913677 -3.318009 3.709158  -0.012
C -4.956586 -3.393763 2.700926  -0.208
C -4.839831 -4.578983 1.769205  -0.030
C -3.993077 -2.419189 2.572567  -0.068
C -3.998075 -1.344853 3.460544  -0.176
C -2.849234 -0.352419 3.397299  -0.019
C -4.975711 -1.275000 4.457082  -0.013
C -2.940424 -2.400782 1.446414  -0.687
O -1.748860 -2.784062 1.574820  -0.146
O -3.368332 -1.868407 0.373616  -0.175
H -7.323854 -3.138096 6.006054  0.070
H -7.811894 -1.556690 5.449954  0.077
H -6.546311 -1.696895 6.647040  0.077
H -6.626416 -4.101356 3.744323  0.099
H -5.359508 -5.451124 2.162769  0.073
H -3.796421 -4.815952 1.636462  0.074
H -5.179581 -4.374080 0.758693  0.082
H -1.962658 -0.822620 3.766580  0.059
H -3.098491 0.551465 3.979185  0.088
H -2.530857 -0.069904 2.400912  0.062
H -4.956045 -0.432895 5.154457  0.116
C 2.828403 -0.660845 -6.392382  -0.003
N 1.512326 -1.133636 -5.972009  -0.117
C 0.476984 -1.560471 -6.793453  -0.067
C -0.536137 -1.842262 -5.920676  -0.167
N -0.153713 -1.651920 -4.623459  0.061
C 1.078769 -1.207493 -4.714172  -0.229
H 2.772568 0.270498 -6.946864  0.091
H 3.250147 -1.417885 -7.004119  0.076
H 3.452041 -0.527932 -5.513004  0.076
H 0.503943 -1.589104 -7.874775  0.109
H -1.510133 -2.231356 -6.130329  0.088
H 1.684924 -0.978148 -3.854417  0.092

Forces on the atoms, in the same order (eV/Å):
-0.360 -0.086 0.164
-0.154 0.442 1.087
0.322 -0.282 -0.500
-0.783 -0.694 0.488
-0.103 -0.923 0.267
-0.065 0.751 -0.584
-0.029 0.350 -0.255
-1.145 0.393 0.338
1.116 -0.378 -0.165
-0.687 -0.456 -0.145
0.419 -0.176 -0.521
0.532 0.341 -0.408
-0.310 -0.126 -0.367
0.676 0.314 -0.042
-1.477 0.770 -0.702
-0.108 -0.065 -0.193
1.190 -0.503 0.349
-0.247 -0.081 -0.056
0.157 0.209 -0.102
-0.370 0.714 -0.589
-0.066 0.137 0.032
-0.070 -0.398 0.559
-0.513 0.570 0.362
0.230 0.383 -0.371
-0.581 -0.344 -0.184
-0.098 -0.393 0.525
0.220 -0.597 0.156
-0.008 0.417 0.667
-0.387 -0.159 1.068
0.558 -0.810 -0.191
0.510 0.288 1.014
-0.646 0.257 -0.613
-0.596 0.156 -0.318
-0.093 -0.797 0.007
0.152 0.256 0.011
0.301 0.390 0.100
0.049 0.431 -0.265
0.167 -0.812 0.294
0.401 0.750 -0.032
0.235 0.110 0.015
0.098 0.009 -0.078
-0.358 -0.146 -0.042
-0.030 -0.029 0.031
0.054 0.245 -0.099
0.317 0.275 -0.401
0.265 0.134 0.168
0.179 0.049 -0.055
0.175 -0.331 0.089
-0.020 0.025 0.004
0.046 0.153 0.607
0.067 0.078 0.331
0.020 -0.153 0.117
-0.043 -0.118 -0.013
-0.022 -0.134 -0.141
-0.085 0.389 0.201
-0.080 -0.249 0.392
-0.067 0.033 0.156
0.119 -0.103 -0.125
0.249 0.024 -0.183
-0.054 0.076 0.142
-0.045 -0.008 -0.130
0.159 -0.122 0.465
0.414 0.238 -0.039
-0.176 -0.121 -0.086
-0.099 0.438 0.338
0.008 -0.001 -0.393
-0.111 0.346 -0.370
-0.059 0.269 -0.195
-0.027 -0.158 0.028
0.272 -0.452 -0.950
0.285 0.076 -0.172
0.126 -0.089 -0.360
-0.212 -0.029 -0.083
0.071 0.129 -0.180
0.117 -0.187 0.074
0.147 0.026 0.202
-0.172 -0.254 -0.013
0.144 -0.451 0.005
-0.155 -0.026 0.156
-0.604 -0.171 0.546
0.064 0.311 -0.240
0.580 0.390 -0.233
0.181 -0.691 -0.498
-0.343 0.043 0.191
0.787 0.622 0.134
0.486 0.327 -0.039
-0.910 0.294 0.384
0.614 0.330 -0.059
-0.336 0.502 -0.908
-0.516 -0.150 0.438
0.165 -0.244 0.239
0.057 0.010 -0.043
0.166 -0.025 -0.179
0.164 -0.133 -0.420
-0.704 -0.667 0.293
-0.045 -0.056 -0.064
0.447 -0.283 0.160
-0.396 0.196 -0.089
0.478 -0.270 0.726
0.332 -0.358 -0.227
-0.468 0.153 -0.349
0.021 -0.200 -0.164
-0.690 0.073 0.563
0.437 0.323 -1.054
-0.165 0.259 0.539
-0.135 -0.420 -0.152
0.113 0.198 0.111
-0.265 -0.332 0.888
-0.124 0.132 0.010
0.626 -0.609 -0.647
-0.023 0.056 0.044
0.240 0.069 0.264
-0.290 -0.031 -0.243
0.200 0.157 -0.221

## Properties
**HOMO-LUMO gap**: 4.769 eV
**LUMO energy**: 2.0287 eV
**Net charge**: -1
**HOMO**: -2.740 eV


Summary of total energy in Eh
-13165.502662; -2334.647653
(order as listed above)
Summary of max |F| in Eh/bohr
0.010; 0.035
(order as listed above)